Below is a 7-piece molecular cluster, C48H83N11O5 overall at a distorted geometry, with properties calculated with ωB97M-V/def2-TZVPD.

Geometry as XYZ:
```
147
C48H83N11O5, DFT ωB97M-V/def2-TZVPD
H -0.50699 -2.82758 -0.16382
O -0.30624 -5.69292 0.13221
H 0.47541 4.58337 -1.02636
N -2.92186 -6.00321 -3.50611
C 0.62952 -0.51137 -3.25909
C 0.38933 7.55535 -2.15367
N -0.26046 0.56805 -3.11776
H 0.08588 -2.53383 1.40169
C -3.45310 3.06556 1.62034
H 3.23178 -3.05210 0.64160
H 1.69487 -0.42320 -3.40753
N -4.19073 2.36584 2.72583
H -3.62650 -7.78883 -2.72065
C 4.15153 1.63320 -0.01204
C 5.51671 1.51641 0.64918
H 0.92835 -2.00558 -0.20113
H -2.98497 -7.89733 -4.46509
C 1.00171 -6.24803 1.94440
H 3.76150 0.78729 -0.57971
H -2.40828 4.40847 2.87927
C -1.13367 -2.27213 4.55193
C 3.20207 0.05969 5.03467
N 0.86668 1.51833 0.75625
H -0.93078 -5.82540 2.98837
H 3.61483 -0.24979 2.91040
H -0.81925 6.00292 -6.09369
H 0.43184 0.09397 4.40875
N 0.00532 6.82154 -4.22893
C 1.26445 -4.06269 0.32867
O 0.93681 0.77702 -0.24357
H -6.33204 0.21619 1.20618
H 4.89493 0.32869 3.92895
H -1.81272 0.99028 1.76647
C 0.29382 1.89111 -3.25463
C 0.41761 7.90691 -3.48819
H 2.36978 -3.65422 -1.42515
H -4.32016 -0.79192 1.48330
H 3.03437 5.08401 -4.05240
H 3.46100 4.18340 0.95250
H -5.52322 -0.77593 3.74984
H 1.13731 6.80981 -7.46075
C -3.12530 2.02891 0.53311
C -5.37464 0.29636 3.86357
H -5.40837 3.85643 0.88863
H -3.10711 -3.31998 -1.48505
H 2.28839 -5.40306 -0.97599
H -1.36879 -3.33087 4.52192
C -1.87188 -3.42315 -3.24576
N 3.93948 4.38659 -2.32454
H -4.07326 -5.56112 -1.81054
C 0.84598 -0.79826 4.85063
H -0.26791 2.39325 -4.04032
C 3.13962 -4.90446 1.83013
H -1.69149 -6.27175 -5.10463
H 2.72697 1.02754 4.89019
H -1.35610 3.10310 2.41730
C -4.93289 1.02588 2.53352
H 3.38494 6.07757 -1.16076
H -1.23480 5.10816 -0.90810
H -0.71885 4.85906 -3.51787
H 1.32986 1.77483 -3.55647
O 1.04054 0.95396 1.84989
C 1.19041 6.81347 -6.37575
C 1.73338 -4.47644 -1.09246
H 3.61570 -5.56258 1.09923
H -4.53271 0.31882 4.55878
H 0.62819 -3.77615 6.02440
O 0.74437 2.75649 0.74576
H -7.04435 1.58394 2.00800
C -2.07449 -0.95739 -2.86270
C -4.38668 4.21448 0.98893
H 0.19000 -6.42028 4.11433
H 0.86626 -2.51520 -3.44838
H 0.63570 8.09234 -1.25226
C 0.43441 -2.76908 0.39871
H 1.63258 7.76220 -6.07072
C 4.07302 -0.38999 3.88988
C -3.32113 -5.19115 -2.49344
C 3.64924 5.03260 -1.13351
C 2.14529 -5.60084 2.75222
C -2.13975 3.76261 2.04096
H -5.89053 1.77635 0.68743
N 2.14938 -0.95199 5.24930
C -1.57352 0.31948 -2.97036
C -2.68972 0.73202 1.16984
C -3.52757 -7.33962 -3.70792
N 0.49023 -5.22054 0.93672
C 4.03363 5.00861 -3.61762
N -0.05209 6.26148 -2.11926
H -1.65377 4.37222 1.28452
H -0.68214 7.75511 -5.88582
C -1.51511 -4.24048 -4.32311
H -2.34131 0.05863 0.38293
H 3.20470 -2.41295 6.26556
H 1.70218 -4.84468 3.40193
C -0.20905 6.79711 -5.67047
H -6.23237 0.84106 4.25146
C 2.26721 -2.21863 5.76603
H 0.13489 2.20510 -2.21976
C -3.80024 0.04004 1.95168
H -3.14316 -1.05446 -2.72875
O -4.37474 3.00490 3.74384
H 3.75540 0.08026 5.97369
N 3.99624 2.91390 -0.70179
C -2.04304 -5.52755 -4.40307
C -6.10828 1.21220 1.59333
H -3.36837 -0.26146 2.90622
H -0.51649 -7.48772 2.97091
H 2.28555 -3.03954 1.95189
H -4.57110 -7.25643 -4.01739
H 3.99305 -4.53779 2.40313
C 1.09752 -2.87502 5.66496
H -1.83804 -1.61598 5.06112
H 5.54111 2.36516 1.33684
C -1.26140 -2.04789 -3.12672
H 0.98579 -4.40752 -1.88305
H 1.71370 5.98465 -5.89895
H 2.27332 -7.23618 0.33921
H 5.64417 0.53685 1.10589
C -0.28167 5.83290 -3.37740
H 4.49565 5.99227 -3.65799
N 0.23119 -1.96211 5.08624
H -2.18589 1.19463 -2.80013
H -1.18740 -1.88469 3.53203
H 2.59343 -6.42117 3.31018
H 4.55436 4.37609 -4.33611
H -0.70169 -4.07911 -5.01741
C 0.08471 -1.77207 -3.35284
H 6.44957 1.70971 0.11579
H -3.98336 4.70864 0.10846
H -4.37107 4.98652 1.76070
C -2.84565 -3.89698 -2.36052
H 4.25218 2.27714 -2.69972
H 4.45274 -1.39739 4.04817
H -2.30465 2.40916 -0.07594
H 3.43444 1.58422 0.81092
C -0.19652 5.43328 -0.90149
C 2.52316 -3.72345 1.12660
C 4.12143 3.10514 -2.02124
H 1.89149 -8.17602 1.80660
H 0.14223 5.90298 0.01800
H 0.74678 -8.02764 0.55313
C 1.50901 -7.45491 1.08196
H -4.03470 1.99972 -0.06926
H 0.71943 8.85611 -3.90223
C -0.07028 -6.49559 3.05974
C 3.61477 4.12577 -0.11203
```

Output
E_LUMO in eV: -15.2
Orbital gap in eV: 5.87
2S+1: 1
Energy in a.u.: -2854.623812
Charge: +6

Atom charges from the Mulliken analysis, given in e for atoms 1 to 6: H 0.026; O -0.330; H 0.208; N 0.032; C -0.513; C -0.334